1.
Entry from the Open Molecules 2025 dataset: a 2-piece molecular cluster, F2HOPS overall (ωB97M-V with the def2-TZVPD basis set).

Properties
gap between HOMO and LUMO (spin up / spin down): 7.966 / 7.967 eV
highest occupied orbital energy (spin up / spin down): -10.77 / -10.77 eV

Last column: natural (NBO) charge in e.
Element x y z (Å)
S1 -1.915 1.032 0.406  -0.390
P1 -0.457 -0.233 0.171  1.809
F1 -0.248 -1.258 1.413  -0.532
F2 -0.720 -1.291 -0.985  -0.532
O1 1.843 0.541 -0.235  -0.794
H1 1.497 1.210 -0.771  0.438

---

2.
Entry from the Open Molecules 2025 dataset: C26H29AsF10N4S2Sc as an isolated structure (ωB97M-V with the def2-TZVPD basis set).

Properties
gap between HOMO and LUMO (spin up / spin down): 8.000 / 5.424 eV
multiplicity: 2
highest occupied orbital energy (spin up / spin down): -7.74 / -7.77 eV

Last column: Löwdin spin population.
Element x y z (Å)
As1 -0.371 -1.033 -3.624  0.001
Sc1 -0.132 0.259 -0.153  -0.013
S1 2.306 -0.007 -1.029  0.370
S2 -2.389 0.468 0.952  0.003
F1 -1.776 3.194 -3.914  -0.005
F2 0.945 -2.031 -3.146  0.005
F3 -1.409 -2.387 -3.548  0.000
F4 0.634 0.367 -3.407  0.001
F5 2.986 3.927 -1.409  0.013
F6 -0.683 -0.843 -1.722  -0.001
F7 -1.716 0.008 -3.809  0.000
F8 -1.203 1.808 -1.653  0.007
F9 2.429 5.283 -3.625  -0.005
F10 -0.040 -1.157 -5.286  0.000
N1 0.005 1.784 2.137  0.000
N2 0.902 -1.562 1.155  0.004
N3 0.984 2.127 -0.271  0.309
N4 -1.769 -2.467 0.508  0.000
C1 -3.418 -2.766 -1.291  0.000
C2 -0.408 1.394 3.485  0.000
C3 0.857 2.876 -1.426  0.003
C4 -4.868 -0.968 -1.917  0.000
C5 -2.374 -3.169 1.636  0.000
C6 3.064 -0.626 0.398  0.027
C7 1.841 2.673 0.771  0.014
C8 0.308 4.290 -3.817  0.044
C9 4.434 -0.422 0.605  0.048
C10 2.998 -1.944 2.415  -0.006
C11 -4.260 -0.158 -0.971  0.000
C12 1.432 2.091 2.113  0.001
C13 4.358 -1.743 2.600  0.054
C14 -0.325 2.711 -2.147  0.035
C15 1.501 4.452 -3.142  -0.004
C16 -0.815 2.938 1.753  0.006
C17 -0.690 -3.207 -0.119  0.001
C18 0.716 -2.877 0.446  0.003
C19 0.238 -1.563 2.482  0.001
C20 -4.442 -2.277 -2.087  0.000
C21 -3.220 -0.632 -0.173  0.000
C22 -2.808 -1.957 -0.344  0.000
C23 1.787 3.762 -1.977  0.032
C24 -0.612 3.396 -3.302  -0.004
C25 2.337 -1.378 1.333  0.044
C26 5.077 -0.973 1.697  -0.006
H1 2.903 2.480 0.599  0.006
H2 1.717 3.760 0.779  0.004
H3 -3.048 -3.964 1.292  0.000
H4 -5.662 -0.567 -2.533  0.000
H5 -3.074 -3.786 -1.418  0.000
H6 0.782 -0.887 3.131  0.000
H7 6.136 -0.807 1.841  -0.002
H8 4.853 -2.188 3.453  0.003
H9 1.046 -3.652 1.149  0.000
H10 4.979 0.170 -0.118  0.001
H11 -0.829 -4.294 -0.026  0.000
H12 -1.411 0.968 3.454  0.000
H13 -1.608 -3.624 2.262  0.000
H14 -0.410 2.264 4.156  0.000
H15 -0.789 -1.232 2.384  0.000
H16 0.107 4.834 -4.727  0.002
H17 -1.866 2.678 1.870  0.000
H18 0.266 -2.557 2.937  0.000
H19 1.975 1.164 2.318  0.000
H20 -0.656 3.213 0.713  0.002
H21 1.723 2.810 2.898  0.000
H22 -0.590 3.802 2.395  0.000
H23 -4.894 -2.909 -2.839  0.000
H24 1.420 -2.877 -0.388  0.002
H25 -0.691 -2.988 -1.181  0.000
H26 0.275 0.663 3.908  0.000
H27 -2.946 -2.464 2.242  0.000
H28 2.450 -2.541 3.131  -0.001
H29 -4.571 0.873 -0.856  0.000

---

3.
Entry from the Open Molecules 2025 dataset: C31H31N7O3PRuS as an isolated structure (ωB97M-V with the def2-TZVPD basis set).

Properties
net charge: +2
gap between HOMO and LUMO (spin up / spin down): 7.477 / 6.483 eV
multiplicity: 6
highest occupied orbital energy (spin up / spin down): -13.83 / -14.10 eV

Last column: Löwdin spin population.
Element x y z (Å)
Ru1 -0.304 0.447 -1.611  3.425
S1 2.505 -3.559 0.397  0.002
P1 -0.062 2.826 -2.309  0.072
O1 2.175 -3.526 1.786  0.008
O2 3.863 -3.565 -0.023  0.006
O3 0.030 -1.788 -1.900  0.065
N1 -5.069 0.574 0.224  0.002
N2 1.911 0.097 -0.876  0.267
N3 1.704 -2.191 -0.321  0.035
N4 4.333 -0.569 0.337  0.036
N5 -0.375 -0.076 0.576  0.094
N6 -2.544 0.291 -0.866  0.085
N7 -0.473 -1.529 7.465  0.001
C1 1.554 -4.688 -0.532  0.002
C2 -0.158 5.196 -0.668  0.005
C3 3.042 0.235 -1.493  0.082
C4 3.238 -0.743 0.990  0.229
C5 0.725 -0.533 1.180  0.021
C6 -3.992 0.455 0.997  0.002
C7 0.706 -4.011 -1.391  0.003
C8 -1.201 3.663 -3.459  0.016
C9 -4.888 0.526 -1.087  0.003
C10 -1.580 -0.254 2.624  0.005
C11 -0.097 -4.712 -2.273  0.001
C12 -0.273 3.671 -0.698  0.016
C13 -3.616 0.398 -1.641  0.017
C14 -2.654 3.652 -2.996  0.002
C15 0.595 -0.994 6.878  0.000
C16 0.731 -0.853 2.523  0.004
C17 -1.527 -1.796 6.696  0.000
C18 1.652 -6.062 -0.505  0.000
C19 -1.524 0.012 1.269  0.013
C20 0.661 -0.707 5.523  0.001
C21 -2.725 0.291 0.460  0.009
C22 -1.567 -1.536 5.335  0.001
C23 1.906 -0.826 0.264  0.050
C24 0.835 -6.764 -1.388  0.000
C25 1.855 4.580 -3.554  0.003
C26 4.263 -0.293 -0.972  0.343
C27 -0.429 -0.679 3.282  0.005
C28 1.618 3.204 -2.932  0.013
C29 -0.023 -6.099 -2.260  0.000
C30 -0.448 -0.978 4.730  0.000
C31 0.760 -2.542 -1.250  0.009
H1 3.046 0.812 -2.411  0.002
H2 1.848 2.427 -3.668  0.004
H3 -1.098 3.173 -4.431  0.001
H4 -3.472 0.393 -2.714  0.005
H5 -0.845 4.686 -3.585  0.002
H6 -2.448 -1.805 4.766  0.000
H7 -1.256 3.357 -0.331  0.002
H8 1.576 5.393 -2.890  0.000
H9 -0.757 -4.186 -2.949  0.000
H10 -0.729 5.672 -1.465  0.000
H11 -2.381 -2.241 7.192  0.000
H12 2.913 4.692 -3.788  0.000
H13 1.439 -0.782 7.523  0.000
H14 -4.167 0.493 2.063  0.000
H15 -3.286 4.145 -3.733  0.000
H16 -5.759 0.599 -1.724  0.000
H17 -2.500 -0.149 3.178  0.001
H18 3.284 -0.776 2.068  0.008
H19 2.327 -6.574 0.166  0.000
H20 -2.780 4.180 -2.051  0.000
H21 1.554 -0.253 5.112  0.000
H22 0.874 -7.844 -1.398  0.000
H23 -3.031 2.636 -2.868  0.001
H24 -0.540 5.575 0.279  0.001
H25 5.164 -0.361 -1.565  0.016
H26 -0.637 -6.673 -2.941  0.000
H27 1.304 4.697 -4.486  0.000
H28 0.878 5.518 -0.753  0.000
H29 1.598 -1.297 2.984  0.000
H30 0.459 3.216 -0.024  0.001
H31 2.286 3.032 -2.083  0.000

---

4.
Entry from the Open Molecules 2025 dataset: a 2-piece molecular cluster, C3H7NO overall (ωB97M-V with the def2-TZVPD basis set).

Properties
structure (SMILES): [H]/N=C/O.C=C
gap between HOMO and LUMO: 10.323 eV
highest occupied orbital energy: -9.28 eV

Last column: natural (NBO) charge in e.
Element x y z (Å)
O1 0.178 -1.571 -1.051  -0.688
N1 -1.002 0.386 -1.007  -0.729
C1 -0.269 -0.448 -1.620  0.426
C2 -0.346 0.431 1.394  -0.278
C3 0.430 -0.614 1.678  -0.542
H1 -1.424 0.404 1.513  0.206
H2 0.006 -1.527 2.090  0.204
H3 -1.152 1.229 -1.548  0.353
H4 0.105 -1.436 -0.079  0.506
H5 0.059 1.368 1.023  0.197
H6 0.081 -0.354 -2.650  0.139
H7 1.508 -0.574 1.543  0.206

---

5.
Entry from the Open Molecules 2025 dataset: one molecule with the formula C2H4OS2 (ωB97M-V with the def2-TZVPD basis set).

Properties
gap between HOMO and LUMO: 8.122 eV
highest occupied orbital energy: -8.52 eV

Last column: natural (NBO) charge in e.
Element x y z (Å)
S1 -0.004 -1.141 -0.066  0.270
S2 2.627 -0.008 0.396  1.152
O1 3.446 1.162 0.073  -0.910
C1 1.050 0.270 -0.070  -0.718
C2 -1.638 -0.367 0.118  -0.742
H1 -2.321 -1.227 -0.018  0.234
H2 0.569 1.158 -0.704  0.261
H3 -1.706 0.094 -0.774  0.216
H4 -2.022 0.059 1.044  0.237

---

6.
Entry from the Open Molecules 2025 dataset: CH4N2O2 as an isolated structure (ωB97M-V with the def2-TZVPD basis set).

Properties
gap between HOMO and LUMO: 8.746 eV
highest occupied orbital energy: -8.81 eV

Last column: natural (NBO) charge in e.
Element x y z (Å)
O1 0.492 1.453 0.285  -0.335
O2 1.158 -0.462 -0.280  -0.294
N1 1.746 0.833 -0.065  -0.060
N2 0.104 -0.193 0.659  0.162
C1 -1.156 -0.605 0.166  -0.483
H1 -1.923 -0.156 0.794  0.237
H2 -1.157 -1.691 0.306  0.241
H3 2.061 1.198 -0.978  0.326
H4 -1.325 -0.376 -0.888  0.206

---

Strongest force on any atom values, unit eV/Å, following the record order: 5.050; 1.558; 0.425; 0.575; 3.875; 3.937.
Electronic energy values, unit eV, following the record order: -27622.1383; -163782.8688; -71913.2427; -6760.5673; -25854.5178; -8169.1996.